# 1
{"formula": "C42H51AsClCsF5IN3O2PS", "method": "the ωB97M-V functional and the def2-TZVPD basis", "elements": ["Cs", "Cl", "C", "C", "C", "I", "C", "O", "C", "N", "C", "C", "C", "C", "H", "H", "H", "H", "C", "C", "C", "C", "C", "C", "C", "C", "C", "C", "C", "C", "N", "C", "C", "C", "C", "C", "N", "C", "C", "C", "C", "H", "H", "H", "H", "H", "H", "H", "H", "H", "H", "H", "H", "H", "H", "H", "H", "H", "H", "H", "H", "H", "H", "H", "H", "H", "H", "H", "H", "H", "C", "P", "C", "C", "O", "H", "H", "H", "H", "H", "H", "H", "H", "H", "F", "C", "C", "C", "F", "C", "F", "C", "F", "C", "F", "C", "As", "C", "C", "S", "H", "H", "H", "H", "H", "H", "H", "H", "H"], "positions_angstrom": [[-0.0980, -0.9459, -0.0123], [-6.6821, -3.3012, 4.0231], [-5.4875, -3.1087, 2.7593], [-5.7738, -3.5986, 1.5066], [-4.8517, -3.4412, 0.4952], [-5.2419, -4.2694, -1.4202], [-3.6160, -2.7715, 0.6199], [-2.8085, -2.6468, -0.3255], [-3.3514, -2.2649, 1.9644], [-2.1855, -1.6367, 2.1465], [-1.8562, -1.2048, 3.3377], [-2.6708, -1.3844, 4.4662], [-3.8680, -2.0297, 4.3134], [-4.2671, -2.4723, 3.0348], [-6.7086, -4.1092, 1.3293], [-0.8955, -0.7139, 3.4201], [-2.3475, -1.0165, 5.4295], [-4.5152, -2.2273, 5.1579], [3.8699, 4.2373, -4.7098], [3.7149, 3.4722, -3.3953], [4.4604, 4.1669, -2.2542], [4.1746, 2.0358, -3.5211], [5.4986, 1.7796, -3.8368], [5.9930, 0.4906, -3.8921], [5.1681, -0.5573, -3.5185], [3.8536, -0.3461, -3.1496], [2.9868, -1.4844, -2.6650], [2.3850, -2.2639, -3.8377], [3.7317, -2.4197, -1.7125], [3.3074, 0.9574, -3.2185], [1.9865, 1.1541, -2.9099], [1.2118, 1.8075, -3.7152], [-0.1133, 2.2308, -3.5217], [-0.8232, 2.9942, -4.4838], [-2.0634, 3.2373, -3.9414], [-2.0667, 2.6007, -2.6776], [-0.9043, 2.0125, -2.4243], [-3.2267, 2.5946, -1.7106], [-3.4260, 4.0091, -1.1455], [-4.5051, 2.1567, -2.4368], [-2.9774, 1.6340, -0.5497], [3.4754, 5.2477, -4.6138], [3.3212, 3.7304, -5.4997], [4.9128, 4.3031, -5.0129], [2.6544, 3.4701, -3.1324], [5.5296, 4.2235, -2.4508], [4.3132, 3.6062, -1.3350], [4.0738, 5.1754, -2.1169], [6.1592, 2.6114, -4.0497], [7.0197, 0.3021, -4.1878], [5.5683, -1.5624, -3.5127], [2.1585, -1.0380, -2.1100], [3.1588, -2.7655, -4.4216], [1.8374, -1.5861, -4.4897], [1.6902, -3.0131, -3.4626], [4.4582, -3.0329, -2.2427], [3.0196, -3.0781, -1.2240], [4.2493, -1.8462, -0.9462], [1.5982, 2.0663, -4.7191], [-0.4465, 3.3387, -5.4359], [-2.8652, 3.8049, -4.3869], [-3.6191, 4.7228, -1.9430], [-2.5283, 4.3271, -0.6185], [-4.2635, 4.0292, -0.4487], [-4.7716, 2.8663, -3.2163], [-5.3377, 2.0875, -1.7364], [-4.3523, 1.1820, -2.8935], [-2.1126, 1.9504, 0.0279], [-2.7893, 0.6329, -0.9245], [-3.8463, 1.6065, 0.1072], [-0.4658, -4.4424, 1.6993], [0.2221, -4.4988, 0.0148], [-1.0751, -5.1159, -1.1079], [1.4943, -5.8294, 0.1059], [0.8052, -3.2329, -0.4577], [-0.6213, -5.4401, 2.1072], [-1.4085, -3.9053, 1.6710], [0.2335, -3.8871, 2.3223], [-1.5504, -6.0264, -0.7585], [-0.6272, -5.2801, -2.0874], [-1.8121, -4.3158, -1.1830], [1.0629, -6.7903, 0.3647], [2.2261, -5.5468, 0.8601], [1.9918, -5.8934, -0.8602], [2.6836, -2.9086, 2.8948], [3.0527, -1.5978, 3.0426], [2.1553, -0.6051, 2.6544], [2.6534, 0.6585, 2.9400], [1.8396, 1.7540, 2.7133], [3.8916, 0.9569, 3.4927], [4.2892, 2.2447, 3.7137], [4.7311, -0.0867, 3.8424], [5.9387, 0.1572, 4.4196], [4.2968, -1.3870, 3.6270], [5.1015, -2.4166, 4.0189], [0.1704, 3.8504, 1.4910], [-0.1109, 3.7444, 3.4141], [-1.0563, 5.4480, 3.7182], [1.5451, 4.0993, 4.4064], [-1.2902, 2.2767, 4.2638], [0.6482, 4.8014, 1.2595], [-0.8062, 3.8040, 1.0072], [0.7718, 3.0295, 1.1166], [-0.4796, 6.3079, 3.3816], [-1.2647, 5.5395, 4.7882], [-2.0105, 5.4207, 3.1888], [1.5116, 5.1074, 4.8214], [2.4079, 3.9920, 3.7585], [1.6240, 3.3742, 5.2183]], "forces_ev_per_a": [[-0.6076, 2.1994, 0.1242], [-0.1248, -0.0606, 0.1841], [-0.4148, -0.3279, -0.2093], [-0.0805, 0.1300, 0.6206], [0.0631, -0.2750, -0.8830], [-0.0040, 0.1594, 0.4160], [-0.2852, -0.1562, -0.2161], [0.6119, 0.2383, -0.1204], [-0.6373, -0.2238, 0.3096], [0.4338, 0.2062, 0.0684], [0.1709, 0.0610, -0.0180], [-0.2410, -0.1355, 0.0143], [0.1099, 0.1016, 0.0947], [0.3189, 0.1639, -0.2059], [-0.0618, -0.0060, -0.0107], [0.1052, 0.1263, 0.0670], [0.0403, 0.0002, 0.0334], [-0.0163, 0.1124, 0.0136], [-0.1630, -0.0793, 0.1596], [-0.0128, 0.0947, -0.0232], [-0.1953, -0.0922, -0.1192], [-0.3506, -0.0984, 0.1546], [0.1586, -0.0162, -0.1784], [0.1845, 0.0167, 0.0147], [0.1083, -0.0798, -0.0759], [-0.3092, 0.1576, 0.1307], [0.0460, -0.2008, -0.0364], [-0.0925, 0.1793, 0.1924], [-0.1211, 0.1160, -0.0794], [0.7650, 0.0238, -0.3635], [-0.9834, 0.0884, 0.3905], [0.7886, -0.4798, -0.1636], [-0.6381, 0.3297, -0.1912], [0.4523, -0.0961, -0.0661], [-0.3412, 0.1650, -0.0051], [-0.0256, 0.0705, -0.0258], [0.1793, -0.3415, 0.4156], [-0.0768, -0.0312, 0.1884], [0.0197, -0.1865, -0.0664], [0.1644, 0.0688, 0.0871], [0.0407, 0.1592, -0.1500], [-0.0205, 0.1412, -0.0002], [-0.0567, -0.0196, -0.1477], [0.1639, 0.0102, -0.0337], [0.1949, 0.0635, -0.0238], [0.1342, 0.0304, -0.0295], [0.0259, 0.0025, 0.1719], [0.0138, 0.1558, 0.0675], [0.0472, 0.0621, -0.0523], [-0.0247, 0.0277, 0.0490], [-0.0012, -0.0992, 0.0470], [0.0661, 0.0276, -0.1056], [0.0971, 0.0056, -0.0290], [-0.0598, 0.0190, -0.1223], [-0.0886, -0.1382, 0.0189], [0.1762, -0.0730, -0.0725], [-0.0603, -0.0822, 0.0635], [0.0848, -0.0015, 0.1034], [0.0292, 0.0532, 0.1361], [0.0605, -0.0399, -0.0795], [-0.1033, 0.0268, -0.0419], [-0.0188, 0.1102, -0.1203], [0.0958, 0.0692, 0.0577], [-0.1308, 0.0169, 0.1214], [-0.0408, 0.0714, -0.1573], [-0.1013, -0.0044, 0.0813], [-0.0415, -0.1215, -0.0662], [0.1313, -0.0317, 0.0876], [0.0031, -0.2037, -0.0022], [-0.0745, -0.0158, 0.0966], [0.1329, 0.0919, -0.5503], [-0.4795, -2.2312, 0.4558], [0.5191, 0.3501, 0.2855], [-0.3466, 0.6049, -0.0777], [0.9770, -0.4950, -0.6680], [0.0212, -0.0722, -0.0635], [-0.0885, 0.0449, 0.0131], [0.0915, 0.0240, 0.0757], [-0.0450, -0.1439, 0.1251], [0.0645, -0.0503, -0.0364], [-0.1497, 0.0186, 0.0324], [-0.1357, -0.1549, 0.0316], [0.0704, 0.0494, 0.0522], [0.0279, -0.0236, -0.0601], [0.1353, -0.2570, -0.0520], [-0.5246, 0.7437, -0.1351], [1.1148, 0.1988, 0.6110], [-0.3892, -0.7778, -0.0620], [0.2819, 0.0072, -0.1869], [-0.0972, 0.2124, -0.0324], [-0.0386, -0.3560, -0.0079], [0.0923, 0.0064, 0.0922], [-0.3915, -0.0945, -0.2179], [0.0444, -0.1807, 0.0189], [-0.1965, 0.2605, -0.1309], [-0.0480, -0.2064, 0.0967], [-0.1557, 1.1332, 0.4256], [-0.0420, -0.1912, -0.0172], [-0.0458, -0.1169, -0.1862], [-0.1283, -0.3771, -0.0566], [0.0169, 0.0266, 0.0482], [-0.0032, 0.0483, 0.1268], [0.0667, -0.0545, 0.1033], [0.1107, 0.0273, -0.0634], [0.1036, -0.1084, -0.1490], [0.0936, -0.0661, -0.0039], [-0.1012, -0.0205, -0.0717], [0.0774, -0.0271, -0.0644], [-0.1148, 0.0133, -0.1907]], "mulliken_charge": [1.067, -0.334, 0.803, -0.509, -0.253, -0.088, 0.768, -0.727, -0.541, 0.624, -0.946, -0.812, -0.931, -0.049, 0.396, 0.731, 0.490, 0.354, -1.632, 0.712, -1.612, 0.880, -0.219, -1.544, -0.320, 0.342, 2.036, -1.381, -1.464, -0.477, -0.304, -0.126, 0.396, -1.614, -0.902, -0.216, -0.033, 2.960, -1.806, -2.023, -1.387, 0.437, 0.372, 0.304, 0.269, 0.300, 0.414, 0.424, 0.277, 0.339, 0.277, -0.578, 0.335, 0.344, 0.252, 0.353, 0.144, 0.410, 0.239, 0.422, 0.443, 0.429, 0.276, 0.418, 0.377, 0.451, 0.393, -0.017, 0.107, 0.533, -0.580, 0.929, -0.961, -1.373, -0.578, 0.441, -0.034, 0.157, 0.377, 0.359, 0.124, 0.396, 0.352, 0.342, -0.358, -0.276, 0.436, 0.001, -0.056, -0.293, -0.375, 0.761, -0.351, -0.211, -0.358, -0.551, 0.780, -1.290, -1.017, -0.507, 0.490, -0.149, 0.251, 0.398, 0.349, 0.354, 0.409, 0.289, 0.267], "homo_lumo_gap_ha": 0.209, "e_lumo_ha": 0.1272, "total_charge": -2}

# 2
{"formula": "C18H20FN3O", "method": "the ωB97M-V functional and the def2-TZVPD basis", "elements": ["N", "C", "N", "C", "C", "C", "C", "C", "C", "C", "O", "C", "C", "N", "C", "C", "C", "C", "C", "C", "C", "F", "C", "H", "H", "H", "H", "H", "H", "H", "H", "H", "H", "H", "H", "H", "H", "H", "H", "H", "H", "H", "H"], "positions_angstrom": [[-1.4249, -3.5823, -0.1139], [-0.2709, -2.8434, -0.1889], [0.8954, -3.3524, -0.2879], [1.8384, -2.2666, -0.4511], [1.0034, -0.9598, -0.4580], [1.4434, 0.0497, 0.6152], [2.8521, 0.5081, 0.3741], [3.1351, 1.3907, -0.6600], [4.4314, 1.7946, -0.9182], [5.4775, 1.3179, -0.1380], [6.7699, 1.6867, -0.3535], [5.2052, 0.4388, 0.9043], [3.9060, 0.0424, 1.1507], [-0.3349, -1.4659, -0.2071], [-1.5182, -0.7050, -0.4832], [-2.1851, -0.1666, 0.8020], [-3.4026, 0.6336, 0.4507], [-3.3141, 2.0033, 0.2313], [-4.4275, 2.7379, -0.1365], [-5.6546, 2.1183, -0.2971], [-5.7309, 0.7552, -0.0808], [-6.9196, 0.1325, -0.2311], [-4.6304, 0.0052, 0.2865], [-2.1470, -3.2064, 0.4808], [-1.2365, -4.5603, 0.0451], [2.4023, -2.4044, -1.3771], [2.5512, -2.2836, 0.3775], [1.0433, -0.4689, -1.4418], [0.7680, 0.9086, 0.5835], [1.3596, -0.4225, 1.5955], [2.3314, 1.7744, -1.2722], [4.6347, 2.4836, -1.7280], [6.8164, 2.2909, -1.1041], [6.0238, 0.0788, 1.5066], [3.7090, -0.6365, 1.9676], [-2.2371, -1.3289, -1.0259], [-1.2544, 0.1417, -1.1259], [-2.4572, -1.0067, 1.4433], [-1.4683, 0.4524, 1.3423], [-2.3634, 2.5002, 0.3566], [-4.3419, 3.8015, -0.2989], [-6.5365, 2.6695, -0.5811], [-4.7413, -1.0564, 0.4462]], "forces_ev_per_a": [[-0.3024, -0.0071, 0.0269], [0.6175, 0.1310, -0.1469], [-0.3207, -0.6573, 0.0452], [0.0110, 0.0915, -0.0965], [0.2445, 0.1282, 0.2167], [-0.0034, -0.0813, -0.3680], [-0.1103, 0.0755, 0.0989], [0.0486, -0.0743, 0.0938], [0.1732, 0.0310, -0.0375], [-0.3257, -0.0611, 0.0196], [0.2051, 0.0545, -0.0278], [0.2966, 0.1547, -0.1619], [-0.0334, 0.0960, -0.0940], [-0.0933, -0.1568, 0.0445], [-0.1868, 0.0517, 0.2855], [0.0166, 0.0104, -0.3910], [-0.1009, 0.0947, 0.0979], [0.0690, -0.0116, 0.0162], [-0.0034, -0.0264, -0.0202], [-0.1433, -0.1594, -0.0037], [0.0681, 0.0538, -0.0148], [0.1014, 0.0627, 0.0134], [-0.1599, 0.0810, -0.0466], [0.0064, -0.0566, 0.0057], [-0.0110, 0.0341, 0.0145], [0.0695, 0.1100, 0.0830], [0.0586, 0.1067, -0.0561], [-0.0355, -0.0178, 0.0801], [-0.0488, 0.0224, 0.1088], [-0.0693, -0.0114, 0.0120], [-0.0998, 0.0487, -0.0692], [0.0204, 0.0607, -0.0623], [-0.0388, -0.0855, 0.1006], [0.1027, -0.0506, 0.0872], [-0.0357, -0.0773, 0.0819], [0.0294, 0.1257, -0.0375], [-0.0535, -0.0635, -0.0253], [0.0474, -0.0130, 0.0555], [0.0168, -0.0536, 0.0470], [0.1224, 0.0520, 0.0326], [-0.0019, 0.0945, -0.0118], [-0.1082, 0.0326, -0.0246], [-0.0392, -0.1393, 0.0280]], "nbo_charge": [-0.819, 0.577, -0.553, -0.238, -0.030, -0.421, -0.072, -0.134, -0.308, 0.298, -0.664, -0.265, -0.179, -0.463, -0.201, -0.422, 0.003, -0.229, -0.181, -0.294, 0.414, -0.325, -0.294, 0.377, 0.404, 0.198, 0.189, 0.181, 0.204, 0.216, 0.198, 0.205, 0.479, 0.225, 0.212, 0.210, 0.201, 0.203, 0.217, 0.210, 0.218, 0.231, 0.223], "homo_lumo_gap_ha": 0.318, "e_lumo_ha": 0.0245, "smiles": "NC1=NC[C@H](Cc2ccc(O)cc2)N1CCc1cccc(F)c1"}

# 3
{"formula": "C2H2F2N2", "method": "the ωB97M-V functional and the def2-TZVPD basis", "elements": ["C", "C", "N", "N", "F", "F", "H", "H"], "positions_angstrom": [[1.0908, 0.4475, 0.9791], [-0.6475, -0.1188, -0.9146], [-0.1451, -0.5737, 0.0884], [-1.1552, 0.5230, -1.7845], [0.4034, 1.0441, 1.9301], [1.9537, -0.4227, 1.7118], [-0.5200, -1.2092, 0.7111], [-0.9801, 0.3098, -2.7215]], "forces_ev_per_a": [[3.8200, 1.5985, -0.1135], [-0.6381, -0.0579, 0.2859], [0.9547, 0.1402, 0.3201], [-0.3035, 0.6351, 0.5953], [-0.8588, -0.6061, 0.4956], [-1.9261, 0.3107, -0.8688], [-1.2268, -1.8137, 1.0362], [0.1787, -0.2069, -1.7507]], "nbo_charge": [0.498, 0.731, -0.677, -0.627, -0.353, -0.408, 0.430, 0.407], "homo_lumo_gap_ha": 0.325, "e_lumo_ha": 0.0176}

Let's list relative energy (zero: lowest compared OMol25 entry of this formula, charge and spin) in order: 1.373 0.158 2.949 eV.
Let's list highest occupied orbital energy in order: -2.232 -7.974 -8.353 eV.